DFT (ωB97M-V/def2-TZVPD) results for the ion C3H10N5 with charge +1.

XYZ file:
```
18
Properties=species:S:1:pos:R:3:forces:R:3
C -0.721 0.888 -0.458 -3.9 -0.6 0.6
C -1.456 0.549 -1.783 1.2 0.3 -0.3
C 2.069 -1.291 0.163 3.9 -0.3 0.1
N 0.554 1.540 -0.700 -2.5 2.4 -1.3
N 1.428 0.883 -0.255 4.8 1.1 -0.8
N -0.461 -0.335 0.354 1.6 0.5 0.2
N 1.265 -0.143 0.430 -3.9 -2.7 2.2
N -0.766 -0.155 1.779 -3.0 2.5 1.0
H -1.489 1.567 0.057 1.6 -0.6 -0.1
H -2.191 -0.219 -1.801 0.0 -1.4 0.8
H -0.719 0.406 -2.551 0.3 -0.6 -0.4
H -2.076 1.308 -2.203 -0.1 1.5 0.3
H 1.988 -2.187 0.824 -0.5 1.2 -0.1
H 2.119 -1.658 -0.874 -0.5 0.4 0.2
H 3.135 -0.797 0.385 -2.0 -1.5 -0.5
H -0.244 -0.764 2.345 1.2 -1.5 0.6
H -1.797 -0.387 2.000 1.7 0.2 -0.9
H -0.638 0.796 2.290 0.1 -1.2 -1.6
```
Forces are in eV/Å.

Highest occupied orbital energy ... -14.17 eV
SMILES ... C[C@@H]1N=NN(C)N1[NH3+]
Molecular weight ... 116.1 u
Total charge ... +1
Frontier orbital gap ... 10.320 eV
LUMO level ... -3.855 eV
Relative energy (zero: lowest compared OMol25 entry of this formula, charge and spin) ... 5.843 eV
DFT total energy ... -393.64326 Ha

natural (NBO) atomic charge list, values in e, 6 entries: C -0.03; C -0.64; C -0.46; N -0.13; N 0.09; N -0.17

DFT (ωB97M-V/def2-TZVPD) results for a structure of composition C34H57N3O2PtSeSi.

XYZ file:
```
99
Properties=species:S:1:pos:R:3:forces:R:3
O 2.210 2.257 0.490 0.1 1.3 0.9
O 3.099 2.161 -1.611 0.7 0.1 -1.5
C 1.610 3.574 0.537 -0.9 1.0 0.7
C 1.131 4.021 1.932 0.3 -0.5 -0.3
H 0.764 3.629 -0.143 -0.2 -0.9 -0.1
H 2.283 4.323 0.120 0.5 -0.1 0.2
H 0.396 3.327 2.337 0.0 -0.1 -0.1
H 0.656 5.000 1.878 0.1 0.0 -0.2
H 1.953 4.098 2.643 0.1 0.0 0.0
C 3.498 2.255 1.163 1.0 0.1 0.6
C 4.529 3.375 0.868 -0.8 0.0 -0.4
H 3.963 1.299 0.940 -0.3 -0.2 -0.1
H 3.341 2.281 2.236 -0.4 -0.2 0.1
H 4.686 3.513 -0.200 0.0 0.0 0.0
H 5.495 3.129 1.307 -0.1 -0.2 0.1
H 4.222 4.334 1.285 0.0 0.0 0.0
C 3.803 0.966 -1.955 1.4 -1.2 -0.4
C 2.670 3.089 -2.604 0.1 1.1 -1.5
C 5.320 1.149 -1.856 -0.2 0.3 -0.1
H 3.517 0.613 -2.946 -0.2 0.3 0.0
H 3.526 0.183 -1.252 -0.5 0.2 0.1
H 5.686 1.932 -2.514 0.0 0.0 -0.1
H 5.832 0.226 -2.127 -0.2 -0.1 0.0
H 5.620 1.401 -0.841 0.0 0.0 0.1
C 3.840 3.852 -3.225 0.0 -0.4 0.2
H 1.988 3.805 -2.150 0.0 -0.3 0.4
H 2.111 2.578 -3.384 -0.1 -0.3 0.1
H 4.478 4.287 -2.457 0.0 0.0 0.0
H 3.478 4.660 -3.858 -0.2 -0.1 0.0
H 4.446 3.199 -3.850 0.0 0.0 0.0
H 2.479 2.078 -0.787 -0.6 -0.1 1.4
N -2.257 -0.595 1.389 -4.0 1.8 -0.4
C -3.220 -1.287 0.863 -0.8 -0.8 -1.0
C -3.030 -2.242 -0.201 -1.1 0.9 0.6
C -1.895 -2.766 -0.701 3.0 -0.9 -0.2
C -4.696 -1.143 1.269 0.5 0.1 0.4
H -5.089 -0.183 0.936 0.0 0.2 0.0
H -4.822 -1.197 2.349 0.1 0.2 0.1
H -5.338 -1.919 0.853 0.3 0.0 -0.2
C -1.949 -3.748 -1.865 -0.5 -0.1 0.4
H -1.590 -4.731 -1.561 0.1 0.0 0.0
H -1.328 -3.395 -2.688 0.1 0.0 0.1
H -2.961 -3.873 -2.251 -0.1 0.0 0.1
N -0.626 -2.484 -0.259 -1.3 -0.6 -1.2
C -2.592 0.300 2.442 -0.7 1.1 1.2
C -2.962 1.646 2.187 0.2 -0.1 -0.5
C -3.052 2.234 0.785 -0.1 -0.3 0.3
C -3.297 2.508 3.234 0.2 -0.6 0.3
H -3.564 3.535 3.030 0.0 0.1 -0.2
C -3.305 2.058 4.546 0.1 -0.1 -0.2
H -3.568 2.732 5.349 0.0 0.1 0.1
C -3.006 0.731 4.819 0.0 0.3 -0.6
H -3.047 0.387 5.843 0.0 -0.2 0.0
C -2.671 -0.151 3.788 0.3 -0.3 -0.1
C -2.439 -1.608 4.184 -3.0 5.4 0.8
C 0.354 -3.491 -0.093 0.1 -0.4 -0.7
C 1.418 -3.629 -1.009 0.4 0.2 -0.1
C 1.559 -2.741 -2.236 -0.1 0.0 0.6
C 2.385 -4.619 -0.811 -0.4 0.0 0.5
H 3.206 -4.723 -1.505 0.1 0.1 -0.1
C 2.295 -5.489 0.271 -0.2 0.2 -0.1
H 3.045 -6.254 0.413 0.1 -0.1 0.0
C 1.229 -5.386 1.159 0.2 0.4 -0.5
H 1.160 -6.083 1.982 -0.1 0.0 0.1
C 0.251 -4.404 0.979 -0.4 0.2 0.5
C -0.921 -4.365 1.952 1.7 -5.4 -2.5
Pt -0.317 -0.683 0.775 0.0 -1.3 0.1
H -2.294 3.003 0.641 0.1 0.0 -0.1
H -4.022 2.710 0.643 0.0 0.1 0.1
H -2.952 1.493 0.000 0.2 -0.2 0.0
H -2.801 -2.299 3.426 -1.7 1.8 0.3
H -2.990 -1.861 5.090 0.1 0.4 0.0
H -1.385 -1.807 4.364 -0.4 2.0 1.1
H 2.608 -2.537 -2.452 0.1 -0.2 -0.1
H 1.079 -1.778 -2.093 -0.3 0.0 0.0
H 1.116 -3.224 -3.107 0.0 0.0 -0.1
H -1.106 -3.339 2.265 1.3 -4.9 -6.6
H -0.738 -4.955 2.850 0.3 -0.4 -1.0
H -1.826 -4.727 1.464 -0.3 0.1 0.1
H -3.952 -2.559 -0.663 0.0 0.0 -0.1
C -0.305 0.573 -0.840 -1.1 0.5 -2.5
Si -1.311 0.626 -2.469 0.5 -0.1 1.5
H -0.736 1.095 0.006 0.6 1.8 -0.1
H 0.623 0.012 -0.832 1.4 0.6 -0.4
C -1.593 2.430 -2.901 0.1 0.1 -0.2
C -3.048 -0.073 -2.479 -0.1 -0.1 -0.3
C -0.416 -0.231 -3.873 0.1 0.0 0.0
H 0.650 -0.020 -3.866 0.3 0.0 0.0
H -0.813 0.081 -4.838 -0.1 0.1 -0.1
H -0.536 -1.310 -3.803 0.0 -0.1 0.0
H -1.929 2.992 -2.031 0.0 0.0 0.1
H -2.355 2.530 -3.672 -0.1 0.0 -0.1
H -0.698 2.912 -3.281 0.3 0.2 0.0
H -3.610 0.158 -1.580 -0.1 -0.1 0.2
H -3.034 -1.150 -2.620 0.0 -0.1 0.2
H -3.611 0.333 -3.318 0.0 0.2 -0.2
Se -1.806 -3.888 4.411 0.0 -6.2 4.3
C -1.291 -2.779 3.153 4.2 6.9 -3.2
N -0.905 -1.947 2.210 0.8 -2.1 9.1
```
Forces are in eV/Å.

Highest occupied orbital energy (spin up / spin down) ... -5.41 / -5.49 eV
Molecular weight ... 842.0 u
Frontier orbital gap (spin up / spin down) ... 5.197 / 5.280 eV
Multiplicity ... 3
LUMO level (spin up / spin down) ... -0.212 / -0.214 eV
Relative energy (zero: lowest compared OMol25 entry of this formula, charge and spin) ... 16.573 eV
DFT total energy ... -4454.03367 Ha

Löwdin atomic charge list, values in e, 6 entries: O -0.16; O -0.09; C -0.23; C -0.03; H 0.12; H 0.11

DFT (ωB97M-V/def2-TZVPD) results for a structure of composition C30H20Cl5IrN5O4S2.

XYZ file:
```
67
Properties=species:S:1:pos:R:3:forces:R:3
Ir -0.067 -2.022 -0.120 -0.6 0.8 -0.2
Cl 3.222 -1.977 0.239 0.1 0.1 0.0
C 2.571 -3.552 -0.012 -0.3 -0.1 0.1
C 1.163 -3.737 -0.133 0.7 0.3 0.3
C 0.829 -5.108 -0.186 0.0 0.1 -0.2
Cl -0.799 -5.694 -0.399 -0.2 0.3 0.1
C 1.763 -6.155 -0.133 -0.1 0.0 0.0
Cl 1.259 -7.809 -0.160 0.0 0.0 0.0
C 3.117 -5.892 -0.067 0.1 -0.1 0.0
Cl 4.274 -7.170 -0.036 0.0 0.0 0.0
C 3.523 -4.569 -0.019 0.0 0.0 0.0
Cl 5.211 -4.216 0.058 0.0 0.0 0.0
C -1.623 -2.926 -2.668 0.0 0.0 0.0
C -2.393 -3.231 -1.424 -0.1 0.0 0.0
C -3.696 -3.769 -1.510 0.0 0.0 0.0
C -4.380 -4.097 -0.384 0.0 0.0 0.0
C -3.794 -3.877 0.882 0.0 0.0 0.0
C -4.440 -4.190 2.096 0.0 0.0 0.0
C -3.812 -3.929 3.283 0.0 0.0 0.0
C -2.539 -3.338 3.313 0.0 0.0 -0.1
C -1.882 -3.010 2.147 -0.1 0.0 -0.1
S -0.336 -2.222 2.102 -0.1 -0.2 0.4
C -2.511 -3.305 0.912 0.1 0.1 0.0
N -1.830 -3.010 -0.250 0.0 -0.6 -0.4
H -2.209 -3.185 -3.548 0.0 0.0 0.0
H -0.690 -3.495 -2.680 0.0 0.0 0.0
H -1.356 -1.870 -2.711 0.0 0.0 0.0
H -4.128 -3.916 -2.490 0.0 0.0 0.0
H -5.379 -4.512 -0.440 0.0 0.0 0.0
H -5.430 -4.627 2.066 0.0 0.0 0.0
H -4.305 -4.164 4.218 0.0 0.0 0.0
H -2.066 -3.120 4.262 0.0 0.0 0.0
C 1.987 9.044 -0.580 0.0 0.0 0.0
C 2.215 7.597 -0.233 0.0 0.0 0.0
C 1.467 6.975 0.764 0.0 0.0 0.0
C 1.664 5.640 1.075 0.0 0.0 0.0
C 2.621 4.917 0.379 0.0 0.0 0.0
C 3.381 5.515 -0.613 0.0 0.0 0.0
C 3.173 6.852 -0.914 0.0 0.0 0.0
S 2.878 3.218 0.799 0.0 0.1 0.0
O 4.021 2.773 0.043 0.0 0.0 -0.1
O 2.880 3.084 2.227 0.0 0.0 0.0
N 1.476 2.553 0.278 0.2 -0.2 -0.1
C 1.309 2.407 -1.176 0.0 0.0 0.1
C 1.934 1.140 -1.767 -0.1 0.1 0.1
C 1.263 -0.098 -1.239 0.0 0.0 0.0
O 0.829 -0.989 -2.006 -0.1 -0.3 0.0
O 1.122 -0.234 0.022 0.4 -0.3 -0.4
H 1.378 9.539 0.175 0.0 0.0 0.0
H 1.472 9.135 -1.539 0.0 0.0 0.0
H 2.933 9.580 -0.664 0.0 0.0 0.0
H 0.721 7.545 1.305 0.0 0.0 0.0
H 1.086 5.154 1.850 0.0 0.0 0.0
H 4.133 4.930 -1.127 0.0 0.0 0.0
H 3.766 7.325 -1.688 0.0 0.0 0.0
H 1.318 1.662 0.756 -0.1 0.1 0.1
H 1.739 3.291 -1.649 0.0 0.0 -0.1
H 0.236 2.418 -1.377 0.0 0.0 0.0
H 2.993 1.104 -1.503 0.0 0.0 0.0
H 1.831 1.141 -2.851 0.0 0.0 0.0
N -1.509 -0.372 -0.335 0.3 -0.1 0.4
C -2.415 0.122 0.205 -0.1 0.0 -0.2
C -3.565 0.664 0.742 0.0 0.0 0.0
C -4.781 -0.029 0.516 0.0 0.0 0.0
N -5.755 -0.619 0.321 0.0 0.0 0.0
C -3.536 1.864 1.492 0.0 0.0 0.0
N -3.526 2.845 2.100 0.0 0.0 0.0
```
Forces are in eV/Å.

Highest occupied orbital energy ... -5.07 eV
Molecular weight ... 948.1 u
Total charge ... -1
Frontier orbital gap ... 6.995 eV
LUMO level ... 1.930 eV
Relative energy (zero: lowest compared OMol25 entry of this formula, charge and spin) ... 0.232 eV
DFT total energy ... -4931.78363 Ha

natural (NBO) atomic charge list, values in e, 6 entries: Ir 0.91; Cl 0.03; C 0.02; C -0.28; C 0.02; Cl -0.01

DFT (ωB97M-V/def2-TZVPD) results for a cluster of 11 separate species, H22O11 in total.

XYZ file:
```
33
Properties=species:S:1:pos:R:3:forces:R:3
H -0.120 -0.541 -0.427 -0.5 0.1 0.1
H -0.777 0.338 0.625 -0.1 0.1 0.2
H 1.900 -2.148 -0.554 0.4 -0.2 -0.2
H 1.223 -3.010 -1.607 0.0 -0.1 -0.1
H -2.298 2.190 -1.513 -0.2 0.4 0.0
H -1.078 2.699 -0.762 0.1 0.2 -0.1
H -2.313 -1.751 3.721 -0.1 0.1 0.0
H -2.759 -0.533 4.513 0.0 0.1 -0.1
H -2.003 0.722 -0.720 -0.3 -0.1 0.2
H -2.779 -0.439 -0.121 -0.1 -0.1 -0.3
H 2.093 2.201 -0.149 0.3 -0.1 -0.1
H 2.761 1.434 -1.278 -0.6 1.0 0.2
H -4.713 -0.810 -0.622 0.0 0.1 -0.3
H -5.609 -1.457 -1.666 0.1 -0.1 0.1
H 0.825 0.573 -1.968 0.3 0.2 0.3
H 1.374 -0.513 -1.057 0.6 -0.2 -0.9
H 1.818 3.458 1.110 0.1 0.3 0.1
H 2.294 2.683 2.328 0.1 0.0 0.0
H 1.077 -2.494 0.985 0.0 -0.3 0.2
H 0.470 -2.257 2.358 0.1 0.0 0.1
H 3.661 -0.600 -0.496 0.3 0.0 -0.1
H 3.961 0.376 -1.622 0.3 -0.4 -0.1
O -0.299 0.381 -0.211 -0.3 -0.2 1.3
O 2.092 -2.766 -1.268 -0.4 -0.2 0.3
O -2.028 2.565 -0.667 0.5 0.8 -0.1
O -2.311 -0.787 3.699 0.1 -0.2 0.0
O -2.839 0.248 -0.794 -0.8 -1.0 0.0
O 2.086 2.100 -1.107 1.7 5.5 0.8
O -4.880 -1.650 -1.065 -0.3 -0.1 0.1
O 1.640 0.270 -1.552 -2.2 -5.8 -2.1
O 2.546 2.910 1.426 -0.2 0.1 0.4
O 1.093 -2.824 1.890 -0.2 0.3 -0.1
O 3.892 -0.567 -1.431 1.1 -0.1 0.3
```
Forces are in eV/Å.

Highest occupied orbital energy ... -8.88 eV
SMILES ... O.O.O.O.O.O.O.O.O.O.O
Molecular weight ... 198.2 u
Frontier orbital gap ... 8.298 eV
LUMO level ... -0.580 eV
Relative energy (zero: lowest compared OMol25 entry of this formula, charge and spin) ... 6.432 eV
DFT total energy ... -840.64376 Ha

natural (NBO) atomic charge list, values in e, 6 entries: H 0.45; H 0.48; H 0.42; H 0.47; H 0.47; H 0.47

DFT (ωB97M-V/def2-TZVPD) results for a structure of composition C3H4O3.

XYZ file:
```
10
Properties=species:S:1:pos:R:3:forces:R:3
O 1.483 -0.375 0.413 0.3 -0.3 0.1
C 0.225 -0.569 -0.198 -0.1 0.0 0.1
C -0.955 -0.192 0.687 -0.1 -0.2 0.3
O -0.921 1.174 0.182 -0.2 0.2 -0.2
C -0.009 0.852 -0.768 0.2 0.3 -0.5
O 0.567 1.581 -1.517 -0.5 -0.6 0.2
H 2.034 -0.032 -0.309 0.2 -0.1 0.5
H 0.179 -1.559 -0.672 -0.2 0.6 -0.5
H -0.797 -0.251 1.761 0.0 0.2 0.0
H -1.903 -0.652 0.390 0.3 -0.1 0.1
```
Forces are in eV/Å.

Highest occupied orbital energy ... -10.58 eV
Molecular weight ... 88.1 u
Frontier orbital gap ... 11.389 eV
LUMO level ... 0.804 eV
Relative energy (zero: lowest compared OMol25 entry of this formula, charge and spin) ... 1.638 eV
DFT total energy ... -342.39575 Ha

natural (NBO) atomic charge list, values in e, 6 entries: O -0.69; C -0.05; C -0.09; O -0.47; C 0.77; O -0.55

DFT (ωB97M-V/def2-TZVPD) results for an isolated molecule of C3H7N3O.

XYZ file:
```
14
Properties=species:S:1:pos:R:3:forces:R:3
C -0.896 0.622 -0.703 2.3 1.7 1.3
C 0.110 0.150 0.294 -2.9 -1.9 0.1
N -0.686 -0.660 1.242 1.3 0.1 0.6
C 1.358 -0.518 -0.181 -0.5 -0.2 -0.4
O -0.783 0.486 -2.041 0.9 0.7 -0.9
N 0.127 1.577 0.200 -1.4 0.0 -1.4
N 1.602 -1.752 -0.189 0.2 -0.5 0.2
H 0.139 0.674 -2.305 -0.6 -0.2 0.1
H -1.933 0.774 -0.423 0.2 -0.4 0.3
H -0.108 -1.112 1.942 0.0 0.2 0.2
H -1.404 -0.119 1.714 0.2 0.0 -0.1
H -0.439 2.055 0.897 0.1 -0.2 0.0
H 0.863 -2.325 0.238 0.1 0.4 -0.1
H 2.051 0.149 -0.684 0.2 0.2 0.1
```
Forces are in eV/Å.

Highest occupied orbital energy ... -8.87 eV
SMILES ... [H]/N=C\[C@@]1(N)N[C@H]1O
Molecular weight ... 101.1 u
Frontier orbital gap ... 9.718 eV
LUMO level ... 0.845 eV
Relative energy (zero: lowest compared OMol25 entry of this formula, charge and spin) ... 3.217 eV
DFT total energy ... -357.93165 Ha

natural (NBO) atomic charge list, values in e, 6 entries: C 0.27; C 0.08; N -0.84; C 0.11; O -0.68; N -0.65